The ion C5H13N2 with charge +1 in a non-equilibrium geometry, computed with wB97M-V/def2-TZVPD.

Geometry (Å):
N -0.547 -0.699 -0.843
N 0.909 -0.932 1.413
C -2.055 0.791 0.379
C -0.806 0.476 -0.027
C 1.471 0.309 0.939
C 0.011 -0.650 -2.313
C 0.330 1.301 0.579
H -0.046 1.609 1.489
H 2.212 0.148 0.080
H 0.280 -0.841 2.221
H 1.078 -0.672 -2.281
H -0.355 -1.509 -2.883
H 0.294 -1.323 0.641
H -2.386 1.738 0.887
H -0.355 0.273 -2.807
H 0.594 2.219 0.007
H 2.085 0.663 1.673
H -1.432 -1.219 -0.933
H 1.604 -1.699 1.629
H -2.886 0.018 0.150

Its charge is +1. As for the largest force on an atom: 3.70 eV/Å. The SMILES is C=C(CC[NH3+])NC. The calculation puts the highest occupied orbital energy at -12.735 eV. Its LUMO energy is -3.225 eV.

A cluster of 10 separate species, C12H43N17O13S in total in a non-equilibrium geometry, computed with wB97M-V/def2-TZVPD.

Geometry (Å):
S 0.474 0.137 0.179
O -0.740 -0.432 0.793
O 5.897 1.223 1.351
O 1.904 4.898 -2.661
O -2.609 -1.936 -4.259
O -0.299 -5.375 -0.530
O 2.442 -0.940 5.046
O 3.443 4.568 1.785
O 1.500 -0.916 0.236
O -3.703 -2.138 3.996
O 0.196 0.416 -1.230
O -2.971 3.354 2.760
O 0.926 1.339 0.923
O -4.315 1.320 -2.590
N -2.057 1.105 -2.680
N -1.548 -1.968 3.337
N 3.605 1.558 1.109
N -3.143 -1.261 1.940
N -0.049 -2.346 -3.045
N -1.135 -3.382 0.011
N 1.859 4.057 3.304
N -3.179 -0.184 -1.258
N 1.090 -3.538 -0.431
N -1.798 1.416 3.036
N -0.846 3.159 1.976
N 4.607 -0.316 0.370
N 1.193 0.230 3.584
N 0.826 2.862 -2.462
N 2.262 -1.584 2.855
N 2.888 6.079 3.375
N 1.849 3.762 -0.705
C -3.273 0.845 -2.131
C 4.752 0.849 1.056
C -0.093 -4.196 -0.257
C -2.868 -1.877 3.125
C -0.556 -3.015 -4.220
C 1.971 -0.837 3.912
C -2.041 -3.248 -4.231
C 2.710 4.924 2.713
C 1.534 3.914 -1.999
C 0.134 -4.380 -4.361
C -3.977 -1.808 -4.607
C -1.980 2.652 2.552
H 0.410 2.117 -1.891
H -0.934 -2.475 0.405
H -2.336 -0.220 -0.699
H 3.076 -2.137 3.074
H 1.211 -4.331 -4.208
H 3.697 -0.688 0.161
H -0.326 -2.457 -5.133
H 0.384 -2.981 -2.382
H 0.850 0.381 2.633
H -2.067 -3.661 -0.227
H -4.074 -0.396 -0.843
H 1.951 -1.299 1.929
H -1.179 0.906 -2.206
H -2.392 -0.888 1.367
H -4.631 -2.387 -3.946
H -2.056 1.756 -3.447
H 0.397 3.038 -3.356
H -4.276 -0.783 -4.382
H 2.122 6.558 3.816
H 3.623 6.675 3.032
H -0.155 2.475 1.595
H 5.454 -0.793 0.120
H 1.592 3.216 2.823
H 2.638 1.215 0.939
H 3.674 2.539 1.346
H 0.838 0.889 4.254
H 1.997 -3.955 -0.534
H -4.209 -2.004 -5.656
H 1.158 -2.537 -0.214
H -1.217 -2.480 4.134
H -0.863 1.101 2.965
H -2.486 -3.630 -3.305
H -0.741 -1.785 -2.567
H 1.664 2.914 -0.202
H -0.208 -4.914 -5.252
H -0.215 -5.122 -3.633
H -2.519 0.842 3.433
H 1.326 4.399 4.083
H -0.962 -1.625 2.591
H -2.385 -3.817 -5.102
H -4.046 -1.304 1.504
H 2.302 4.566 -0.300
H -0.973 4.088 1.615

Its charge is -2. As for the largest force on an atom: 2.90 eV/Å. The calculation puts the highest occupied orbital energy at -4.497 eV. Its LUMO energy is 4.036 eV.

The molecule C11H16O2 in a non-equilibrium geometry, computed with wB97M-V/def2-TZVPD.

Geometry (Å):
O -2.762 1.213 2.312
O -0.197 -0.095 2.849
C 1.626 -1.948 1.663
C -1.122 -0.326 -0.599
C -1.289 2.419 0.786
C -0.301 2.028 -0.263
C 0.758 -1.699 0.445
C -0.217 -0.723 0.531
C 0.564 0.660 -2.138
C -1.744 1.286 1.677
C -0.616 0.955 -1.319
C 1.064 -2.498 -0.760
C -0.576 0.087 1.732
H 1.201 -2.345 2.609
H 2.404 -2.715 1.391
H 0.820 1.496 -2.831
H -1.413 1.297 -2.025
H 1.287 -3.573 -0.515
H -2.065 3.002 0.483
H 1.525 0.680 -1.673
H 0.102 -2.267 -1.388
H 1.892 -2.111 -1.399
H 2.180 -1.043 1.962
H -1.325 -1.133 -1.380
H 0.053 2.886 -0.707
H 0.569 1.670 0.202
H 0.430 -0.135 -2.864
H -0.754 3.097 1.392
H -2.093 -0.164 -0.172

As for the largest force on an atom: 3.33 eV/Å. The SMILES is CC(C)=C1C[C@H](C)CCC(=O)C1=O. The calculation puts the highest occupied orbital energy at -8.734 eV. Its LUMO energy is 0.333 eV.

The molecule C21H30ClN3O2, computed with wB97M-V/def2-TZVPD.

Geometry (Å):
Cl -0.999 -5.891 0.846
O 1.154 -2.763 -0.495
O -3.370 -2.095 1.607
N -1.409 -2.312 0.495
N 0.200 -1.497 -2.119
N 3.995 0.114 0.281
C 2.678 0.171 -1.858
C 1.504 -5.263 1.591
C 2.070 -3.451 3.035
C 0.166 -4.937 1.724
C -0.263 -3.871 2.511
C -1.956 -0.990 -3.012
C 5.225 -0.025 -0.515
C -2.248 -2.567 1.521
C -1.815 -1.461 -0.597
C 3.725 -1.906 -0.896
C -1.707 -3.471 2.626
C 5.095 -1.352 -1.321
C -1.448 -3.323 -2.261
C 0.726 -3.138 3.161
C -1.232 -1.838 -1.969
C 2.479 -4.518 2.244
C 1.253 -1.933 -1.389
C 3.934 -4.867 2.083
C 2.940 0.791 -0.479
C 3.587 -1.277 0.496
C 2.613 -1.370 -1.808
H 2.585 -1.338 0.914
H -1.118 -3.557 -3.274
H 5.172 -1.199 -2.399
H -2.901 -1.533 -0.669
H 4.218 -4.874 1.029
H 4.148 -5.858 2.487
H 5.884 -2.049 -1.034
H -1.575 -1.207 -4.012
H 4.569 -4.149 2.601
H -3.022 -1.211 -3.003
H 4.278 -1.752 1.199
H 2.777 -1.745 -2.825
H 1.768 0.603 -2.282
H 0.407 -0.816 -2.831
H -1.872 -2.932 3.560
H 0.428 -2.299 3.778
H -2.508 -3.569 -2.173
H 3.482 0.456 -2.540
H 3.694 -2.995 -0.873
H 2.032 0.765 0.129
H 1.784 -6.095 0.957
H 5.361 0.850 -1.153
H 3.214 1.841 -0.599
H 2.810 -2.853 3.553
H 6.080 -0.071 0.160
H -1.584 -0.410 -0.388
H -1.828 0.076 -2.810
H -0.478 -2.707 0.464
H -2.358 -4.345 2.650
H -0.896 -3.949 -1.562

As for the largest force on an atom: 0.33 eV/Å. The SMILES is Cc1ccc(CC(=O)NCC(C)(C)NC(=O)[C@H]2CCN3CC[C@H]2C3)c(Cl)c1. The calculation puts the highest occupied orbital energy at -8.669 eV. Its LUMO energy is 0.509 eV.

A structure of composition C21H39CdCl3N7O3Si in a non-equilibrium geometry, computed with wB97M-V/def2-TZVPD.

Geometry (Å):
Cd -1.939 1.314 -1.664
Cl -4.055 1.117 -2.788
Cl -0.048 2.173 -2.822
Cl -1.729 2.937 0.513
Si 0.812 -0.985 0.492
O -2.978 0.166 0.105
O 1.057 3.556 3.084
O 1.263 -0.927 -1.138
N 1.159 4.410 0.961
N -4.955 2.876 2.967
N -4.487 5.186 3.297
N -4.158 -1.300 1.373
N -5.051 4.245 1.174
N -5.368 2.147 1.922
N -4.775 4.100 2.486
C 4.236 -1.729 -2.911
C 0.591 5.327 -0.007
C -3.976 -0.564 0.257
C 2.998 -1.207 -2.803
C 3.202 -3.400 -0.525
C 2.786 -5.800 -0.516
C 0.226 0.702 0.952
C 2.213 -1.323 1.724
C -0.451 -2.363 0.590
C 1.842 -1.872 -2.058
C 2.324 3.663 0.540
C 5.349 -1.087 -3.668
C 0.578 4.207 2.165
C 1.495 -4.347 -1.953
C -5.383 2.977 0.864
C 2.173 -3.231 -1.452
C 1.808 -5.623 -1.494
C 2.662 0.081 -3.487
C -3.445 -0.980 2.609
C 3.479 -4.687 -0.031
C -4.636 -2.659 1.235
H 1.066 -2.000 -2.832
H 2.617 2.925 1.295
H -3.553 0.079 2.867
H 0.009 -3.321 0.307
H 2.103 3.145 -0.409
H -5.607 2.681 -0.148
H -0.881 -2.483 1.593
H 5.182 -1.084 -4.753
H -4.108 5.946 2.745
H 5.523 -0.051 -3.344
H -3.818 -3.327 0.922
H 1.340 6.080 -0.287
H -1.260 -2.151 -0.124
H 0.099 0.836 2.036
H 3.070 -0.655 1.548
H 6.268 -1.659 -3.507
H 2.577 -2.361 1.742
H 0.754 -4.213 -2.737
H -0.424 4.660 2.249
H 3.170 4.344 0.357
H -5.000 -2.986 2.212
H 2.487 -0.052 -4.569
H -5.424 -2.690 0.477
H -3.906 4.890 4.072
H -4.766 -0.680 -0.517
H -3.903 -1.600 3.384
H 1.816 -1.090 2.727
H 3.800 -2.530 -0.240
H 4.238 -4.805 0.741
H 0.254 4.785 -0.900
H 1.764 0.552 -3.059
H -0.772 0.853 0.521
H 4.459 -2.704 -2.486
H 3.012 -6.807 -0.146
H -0.263 5.805 0.479
H 3.494 0.792 -3.405
H -2.379 -1.240 2.538
H 1.285 -6.490 -1.891
H 0.857 1.507 0.550

Its charge is -1. As for the largest force on an atom: 1.90 eV/Å. The calculation puts the highest occupied orbital energy at -5.510 eV. Its LUMO energy is 2.435 eV.

A structure of composition C49H102N12O14S2 in a non-equilibrium geometry, computed with wB97M-V/def2-TZVPD.

Geometry (Å):
S 1.452 -1.918 -6.052
S 2.888 -3.721 -7.888
O 2.798 10.017 3.862
O 2.840 2.691 2.873
O -2.002 1.570 -6.856
O 3.989 -0.834 -0.202
O -3.164 -2.776 3.320
O 4.332 -2.113 -1.375
O -0.583 0.804 -8.428
O -2.939 1.593 -4.840
O 0.008 0.240 6.156
O -3.196 -4.077 -7.611
O -1.032 -0.559 11.676
O -5.090 -1.313 -1.365
O 0.407 -4.234 2.500
O -0.626 5.488 4.318
N -1.622 -0.977 7.150
N -3.071 -2.422 -9.161
N 2.867 7.951 2.919
N 3.891 -1.369 -7.319
N -2.902 0.661 12.107
N -3.352 -3.329 1.127
N -2.403 6.612 3.451
N 2.358 -2.636 -0.384
N 4.239 -0.763 2.042
N -6.032 -0.848 -3.416
N 1.367 -4.131 4.554
N 0.752 1.832 3.151
C 2.205 6.680 2.688
C -2.392 -1.100 5.913
C -0.678 -3.279 -4.986
C 2.388 1.562 -7.517
C 0.307 -3.324 -6.191
C 2.294 8.935 3.636
C 0.391 2.777 4.197
C -3.031 -2.042 -10.559
C 2.337 0.306 -8.419
C -4.673 -2.719 1.023
C -0.978 -1.868 -4.452
C 4.368 -0.651 -6.119
C 3.656 -0.475 -8.470
C -2.709 -3.297 2.307
C 6.412 -0.433 -4.638
C -7.266 -0.751 -4.170
C 3.478 -1.992 2.222
C 2.841 -2.273 -7.104
C -2.835 7.080 4.757
C -0.739 1.195 -7.296
C -2.776 -3.963 -0.040
C -0.490 1.568 -5.051
C 1.717 1.317 -6.158
C -3.164 6.990 2.275
C 1.661 -3.150 0.780
C -2.273 1.904 11.692
C -4.782 -0.600 -4.123
C 1.961 1.891 2.591
C -1.306 5.839 3.373
C -2.120 -1.610 8.355
C 4.189 8.174 2.362
C 5.626 -1.375 -5.575
C 1.501 -3.430 5.817
C 3.695 -2.538 -0.429
C -3.012 -1.387 -8.144
C -3.161 -3.705 -8.769
C 4.765 -0.083 3.207
C 5.646 -0.143 -3.303
C -6.048 -1.163 -2.110
C -2.185 -0.476 12.051
C 4.422 -0.300 0.807
C 2.126 -5.350 4.334
C 0.219 1.358 -6.163
C 0.560 -3.687 3.579
C -1.911 1.570 -5.469
C -4.277 0.682 12.567
C -0.223 0.836 2.751
C -0.473 -0.282 7.143
C 1.591 -2.211 -1.539
H -2.101 -1.508 -10.767
H 0.529 -2.350 -1.350
H 6.386 -0.138 -2.506
H 3.967 -2.808 1.687
H -3.200 -4.414 -9.613
H -0.487 0.219 3.613
H 1.475 -0.295 -8.155
H 2.108 1.108 1.825
H 1.200 -4.088 6.635
H 2.541 -3.130 5.961
H -0.178 -1.516 -3.805
H -4.980 -0.373 -5.166
H 1.083 -4.034 0.500
H -1.063 5.537 2.340
H -1.728 -3.801 2.278
H 4.165 9.034 1.691
H -4.924 1.062 11.773
H 0.452 3.790 3.830
H 2.813 5.873 3.099
H -7.251 -1.471 -4.990
H -1.122 1.331 2.376
H 4.896 8.385 3.165
H -3.045 6.227 5.402
H 1.906 2.405 -8.012
H 2.096 0.422 -5.680
H 5.441 -0.751 3.744
H 5.168 0.834 -3.379
H 1.293 8.664 4.014
H -3.178 8.077 2.182
H -5.067 -2.838 0.030
H -7.076 -1.314 -1.740
H -3.103 -1.199 8.596
H -1.788 -1.566 5.138
H -2.717 6.564 1.380
H -0.171 -3.809 -4.180
H -4.188 6.625 2.369
H -8.121 -0.960 -3.530
H -4.603 -0.319 12.840
H 0.879 -4.242 -6.107
H -1.194 -1.139 -5.231
H 5.006 0.633 0.774
H -2.974 2.728 11.794
H -2.939 -0.408 -8.607
H 1.442 -6.177 4.136
H 2.473 -1.866 1.815
H 0.030 -2.757 3.843
H 1.229 6.662 3.165
H -4.616 -1.660 1.265
H -0.618 2.575 4.543
H 4.693 0.362 -6.350
H -3.083 -2.923 -11.195
H -2.041 7.670 5.217
H 2.145 0.668 -9.433
H -1.795 -4.372 0.197
H 2.017 2.132 -5.505
H -3.281 -1.699 6.085
H 2.079 6.529 1.613
H -3.428 -4.772 -0.378
H 3.933 0.189 3.857
H -4.362 1.333 13.439
H -1.446 -1.434 9.191
H -1.595 -3.809 -5.225
H 7.403 -0.827 -4.432
H 4.919 -0.919 -3.114
H 2.727 -5.577 5.210
H 1.886 -2.794 -2.414
H -2.751 -1.361 12.386
H -2.680 -0.106 5.568
H 1.091 2.663 5.025
H 3.424 1.841 -7.322
H 0.181 0.197 1.966
H -2.673 -3.228 -0.842
H -2.209 -2.686 8.188
H 6.229 -1.714 -6.417
H 5.299 -2.265 -5.032
H 1.791 -1.158 -1.746
H 3.649 -1.082 -9.375
H -3.876 -1.389 -10.786
H 6.475 0.520 -5.171
H 4.513 7.293 1.814
H 4.469 0.244 -8.550
H -7.366 0.256 -4.579
H 4.184 -2.880 0.498
H -1.394 2.094 12.309
H -5.335 -3.207 1.743
H -3.908 -1.433 -7.523
H 0.873 -2.542 5.826
H 2.371 -3.424 1.557
H 2.775 -5.226 3.466
H -1.863 -1.898 -3.811
H 3.414 -2.237 3.278
H -4.267 0.235 -3.662
H -0.241 -3.270 -7.128
H -4.145 -1.484 -4.055
H -1.952 1.825 10.653
H -2.141 -1.555 -7.509
H -0.127 1.705 -4.050
H 0.021 -0.246 8.128
H -3.729 7.689 4.656
H 5.303 0.817 2.922
H 3.666 -0.624 -5.285
H 0.987 -2.387 1.171

As for the largest force on an atom: 10.46 eV/Å. The calculation puts the highest occupied orbital energy at -7.152 eV. Its LUMO energy is -1.070 eV.

A structure of composition C19H18ClN3O3 in a non-equilibrium geometry, computed with wB97M-V/def2-TZVPD.

Geometry (Å):
Cl 4.962 1.087 2.299
O -0.981 2.381 0.980
O -3.412 -0.717 -1.118
O -0.766 -2.182 0.993
N 0.102 -2.209 -0.801
N -3.692 0.228 0.122
N -1.604 0.289 -0.819
C -1.181 3.366 1.840
C -2.114 -0.656 -1.466
C 1.290 -2.007 -1.689
C -0.943 -2.872 -1.570
C -2.509 0.850 0.112
C 1.499 0.321 0.677
C 3.600 0.184 1.811
C -2.395 3.401 2.303
C -1.504 -1.859 -2.393
C 1.417 -1.228 0.940
C 3.566 -1.199 2.105
C -3.144 2.546 1.757
C 0.178 -1.875 0.496
C 0.141 4.068 2.250
C -0.634 -0.856 -3.271
C 2.617 0.834 1.331
C 0.737 -1.963 -3.276
C -2.308 2.108 0.854
C 2.596 -1.779 1.223
H -0.413 -0.229 -2.682
H 0.544 0.743 0.304
H 1.727 -0.964 -1.497
H 0.890 3.582 2.826
H 2.572 2.028 1.230
H 0.592 -3.049 -3.755
H -1.680 -3.143 -0.678
H -0.922 -0.877 -4.419
H 4.266 -1.434 2.529
H -2.299 -2.131 -2.994
H 1.505 -1.285 -3.969
H -2.772 4.125 3.315
H 0.049 5.017 2.933
H -3.996 2.162 2.010
H -0.730 -3.596 -2.153
H 2.028 -2.628 -1.737
H 0.757 4.308 1.502
H 2.362 -2.889 1.546

As for the largest force on an atom: 19.29 eV/Å. The calculation puts the highest occupied orbital energy at -8.617 eV. Its LUMO energy is 0.169 eV.